{"formula": "C5H20N10O5", "method": "ωB97M-V with the def2-TZVPD basis set", "symbols": ["O", "O", "O", "O", "O", "N", "N", "N", "N", "N", "N", "N", "N", "N", "N", "C", "C", "C", "C", "C", "H", "H", "H", "H", "H", "H", "H", "H", "H", "H", "H", "H", "H", "H", "H", "H", "H", "H", "H", "H"], "coordinates": [[-2.266, -4.849, 2.216], [-0.693, 1.263, -2.458], [-0.545, -0.847, 1.819], [-0.542, 6.005, -1.534], [3.572, 0.418, 3.191], [-0.461, -3.988, 1.079], [-1.873, 0.737, -4.252], [-0.125, -0.355, -3.904], [3.008, 1.151, 5.234], [0.609, 4.167, -1.117], [1.853, -0.454, 4.322], [-1.283, -5.837, 0.399], [-0.278, 0.869, 0.445], [-0.265, -1.084, -0.349], [-1.192, 3.956, -2.356], [-0.881, 0.609, -3.432], [-1.407, -4.889, 1.342], [2.799, 0.407, 4.155], [-0.302, -0.410, 0.707], [-0.396, 4.786, -1.689], [-0.421, -2.078, -0.261], [-1.027, 2.961, -2.302], [0.119, -4.208, 0.282], [0.139, -0.688, -1.185], [-2.089, -6.443, 0.371], [-0.343, 1.478, 1.249], [-0.519, -0.821, -4.708], [0.789, -0.551, -3.522], [-0.320, -3.179, 1.666], [3.910, 1.602, 5.292], [-0.635, -5.561, -0.326], [1.249, 4.838, -0.718], [0.913, 3.209, -1.219], [-2.487, 1.536, -4.184], [1.190, -0.267, 5.061], [-1.627, 0.440, -5.186], [1.490, -0.985, 3.544], [-1.902, 4.305, -2.984], [2.257, 1.545, 5.782], [-0.016, 1.213, -0.468]], "mulliken_charge": [-0.63, -0.76, -0.75, -0.69, -0.17, -0.38, -0.49, -0.43, -0.34, -0.31, -0.26, -0.40, -0.27, -0.19, -0.25, 0.75, 0.61, 0.77, 0.56, 0.48, 0.30, 0.37, 0.14, 0.09, 0.26, 0.19, 0.16, 0.22, 0.16, 0.26, 0.17, 0.21, 0.18, 0.24, 0.25, 0.19, 0.18, 0.18, 0.26, 0.13], "gap_ev": [7.96, 1.99], "e_tot_ev": -30641.396, "total_charge": 1, "multiplicity": 2, "mol_weight_g_mol": 300.3}



{"formula": "C36H99F2N10O13PbS2", "method": "ωB97M-V with the def2-TZVPD basis set", "symbols": ["Pb", "S", "S", "F", "F", "O", "O", "O", "O", "O", "O", "O", "O", "O", "O", "O", "O", "O", "N", "N", "N", "N", "N", "N", "N", "N", "N", "N", "C", "C", "C", "C", "C", "C", "C", "C", "C", "C", "C", "C", "C", "C", "C", "C", "C", "C", "C", "C", "C", "C", "C", "C", "C", "C", "C", "C", "C", "C", "C", "C", "C", "C", "C", "C", "H", "H", "H", "H", "H", "H", "H", "H", "H", "H", "H", "H", "H", "H", "H", "H", "H", "H", "H", "H", "H", "H", "H", "H", "H", "H", "H", "H", "H", "H", "H", "H", "H", "H", "H", "H", "H", "H", "H", "H", "H", "H", "H", "H", "H", "H", "H", "H", "H", "H", "H", "H", "H", "H", "H", "H", "H", "H", "H", "H", "H", "H", "H", "H", "H", "H", "H", "H", "H", "H", "H", "H", "H", "H", "H", "H", "H", "H", "H", "H", "H", "H", "H", "H", "H", "H", "H", "H", "H", "H", "H", "H", "H", "H", "H", "H", "H", "H", "H"], "coordinates": [[14.319, -12.246, 4.107], [14.021, -15.840, 5.104], [14.898, -15.850, 3.004], [15.844, -14.879, 2.137], [13.044, -14.931, 5.933], [9.570, -18.477, 7.722], [20.379, -17.771, 9.083], [15.803, -16.903, 3.417], [13.894, -16.149, 2.035], [14.945, -16.283, 6.129], [13.355, -11.955, 6.387], [9.862, -15.424, 10.725], [14.972, -19.512, -0.098], [15.328, -9.853, 4.250], [20.369, -13.198, 2.846], [13.003, -16.780, 4.645], [8.925, -15.481, 4.527], [17.905, -16.140, 11.521], [12.842, -19.841, 8.751], [18.292, -17.669, 7.047], [17.108, -19.106, -1.713], [15.793, -19.002, 10.251], [16.010, -11.905, 2.077], [16.176, -12.054, 5.992], [8.145, -17.780, 2.810], [14.441, -14.657, 4.204], [11.300, -13.160, 10.315], [18.274, -14.997, 3.820], [10.481, -19.498, 8.168], [16.463, -17.679, 10.236], [18.609, -18.252, -0.069], [17.879, -10.574, 1.491], [17.324, -19.092, -0.314], [11.870, -18.821, 8.489], [13.689, -19.054, 0.185], [19.659, -16.831, 3.266], [9.412, -15.663, 3.258], [9.906, -17.022, 1.277], [20.234, -14.525, 2.242], [9.581, -16.173, 5.573], [16.840, -10.801, 2.613], [16.000, -9.542, 3.053], [8.673, -15.999, 10.993], [14.189, -12.065, 7.535], [19.382, -16.729, 7.093], [18.934, -15.352, 7.624], [19.661, -15.335, 3.465], [16.442, -12.952, 8.271], [12.401, -17.972, 7.416], [15.529, -12.724, 7.092], [17.405, -14.970, 12.230], [15.111, -8.709, 5.068], [20.991, -12.229, 1.948], [20.662, -17.433, 7.712], [8.260, -19.011, 7.720], [9.436, -17.129, 2.728], [17.050, -17.278, 11.623], [12.081, -11.398, 6.758], [11.246, -14.141, 9.278], [15.945, -18.615, 0.224], [12.428, -15.002, 9.560], [21.605, -18.042, 9.776], [15.486, -16.611, 9.698], [9.893, -14.883, 9.380], [17.663, -20.046, 0.089], [17.147, -18.220, -2.196], [21.313, -18.484, 10.729], [16.011, -8.209, 5.426], [16.402, -14.699, 11.898], [22.157, -18.770, 9.181], [7.785, -18.206, 7.161], [11.009, -13.656, 11.146], [12.235, -15.706, 10.369], [17.754, -17.944, 12.121], [9.117, -14.118, 9.354], [12.343, -10.350, 6.906], [17.215, -17.747, 9.450], [10.512, -12.564, 10.106], [10.996, -17.010, 1.281], [20.220, -15.104, 4.372], [21.211, -14.897, 1.934], [15.229, -16.845, 8.665], [18.091, -14.131, 12.119], [15.554, -11.466, 1.291], [19.392, -16.585, 6.012], [14.553, -9.066, 5.933], [16.163, -19.446, -1.826], [9.820, -15.650, 8.608], [16.375, -19.608, 10.812], [18.134, -15.249, 4.787], [13.735, -12.852, 8.138], [19.746, -17.488, 4.131], [16.581, -12.648, 1.700], [18.538, -11.410, 1.260], [20.492, -11.262, 1.888], [17.454, -10.179, 0.568], [12.606, -20.387, 9.567], [7.682, -17.290, 2.057], [16.635, -11.935, 8.611], [15.264, -9.340, 2.275], [11.305, -13.740, 8.266], [11.585, -11.728, 7.670], [15.672, -17.652, -0.207], [14.293, -11.140, 8.103], [7.804, -15.347, 10.897], [19.453, -18.618, -0.653], [16.513, -11.241, 6.487], [20.439, -17.058, 2.539], [16.054, -13.586, 9.069], [21.016, -12.682, 0.957], [17.721, -15.750, 3.435], [14.545, -8.033, 4.427], [19.466, -14.536, 1.468], [13.747, -19.457, 8.981], [20.721, -18.356, 7.136], [18.490, -15.446, 8.616], [17.308, -15.292, 13.267], [17.450, -13.197, 7.936], [12.990, -19.861, -0.035], [15.434, -13.752, 6.741], [8.506, -16.854, 10.339], [17.037, -12.464, 5.660], [16.682, -8.705, 3.207], [13.325, -18.897, 1.200], [22.040, -17.045, 9.843], [10.651, -15.968, 5.568], [8.883, -14.950, 2.625], [18.538, -17.214, -0.394], [10.236, -17.610, 3.291], [10.412, -15.239, 3.346], [7.822, -19.158, 8.708], [18.770, -17.265, 2.808], [7.761, -17.446, 3.683], [18.293, -18.051, 7.982], [9.241, -15.815, 6.545], [22.032, -12.116, 2.250], [13.537, -18.196, -0.471], [18.096, -15.003, 7.021], [16.030, -15.668, 9.758], [15.934, -18.425, 1.297], [19.755, -14.639, 7.554], [16.274, -17.168, 12.381], [18.490, -9.793, 1.943], [12.593, -15.564, 8.641], [11.428, -11.700, 5.939], [9.365, -16.271, 0.700], [10.658, -20.086, 7.268], [11.658, -18.296, 9.420], [8.761, -16.439, 11.986], [21.530, -16.813, 7.485], [15.893, -19.455, 9.354], [13.385, -14.502, 9.713], [13.270, -17.386, 7.715], [9.470, -17.249, 5.441], [9.580, -17.929, 0.768], [12.573, -18.627, 6.562], [8.142, -19.978, 7.232], [17.313, -11.145, 3.533], [11.683, -17.219, 7.090], [19.100, -18.244, 0.904], [17.447, -17.147, 6.866], [14.602, -16.501, 10.326], [10.080, -20.187, 8.912]], "mulliken_charge": [1.38, 0.04, 0.73, -0.21, -0.15, 0.09, -0.22, -0.49, -0.42, -0.37, 0.27, -0.40, -0.48, 0.03, -0.34, -0.29, -0.39, -0.30, -0.77, -0.69, -0.77, -0.78, -0.42, -0.08, -0.39, 0.60, -0.70, 0.08, -1.37, 1.95, -1.64, -1.74, 0.80, 1.19, -0.63, -0.93, -0.42, -1.63, -0.90, -0.29, 0.82, -0.83, -0.62, -0.18, 2.46, -0.85, 0.74, -1.76, 0.48, 1.09, -0.78, -0.89, -0.81, -1.07, -1.06, 0.49, -1.00, -0.91, 0.87, -0.23, -1.81, -0.85, 0.08, -0.42, 0.21, 0.23, 0.20, 0.33, 0.28, 0.33, 0.29, 0.40, 0.92, 0.50, 0.69, 0.26, -1.28, 0.36, 0.32, 0.25, 0.46, -0.38, 0.21, 0.32, -1.64, 0.16, 0.34, -0.34, 0.29, 0.12, -0.47, 0.05, 0.20, 0.38, 0.11, 0.35, 0.32, 0.37, 0.54, 0.30, -0.14, 0.21, 0.20, 0.60, 0.34, 0.43, 0.28, 0.56, 0.17, 0.41, -0.36, 0.38, 0.36, 0.16, 0.48, 0.29, 0.39, 0.50, 0.39, -0.96, 0.05, 0.20, 0.43, 0.10, 0.35, 0.15, 0.42, 0.34, 0.26, 0.30, 0.32, -0.17, 0.36, 0.32, 0.09, 0.30, 0.35, -0.21, -0.63, 0.08, 0.51, 0.44, 0.51, 0.06, 0.38, 0.44, 0.40, 0.17, 0.32, 0.50, 0.33, 0.43, -1.05, 0.34, 0.48, 0.59, 0.33, -0.14, -0.63, 0.36, 0.17, 0.56, 0.50], "gap_ev": [5.78, 1.70], "e_tot_ev": -112782.374, "total_charge": 2, "multiplicity": 2, "mol_weight_g_mol": 1189.6}



{"formula": "C45H119FeO16", "method": "ωB97M-V with the def2-TZVPD basis set", "symbols": ["Fe", "O", "O", "O", "O", "O", "O", "O", "O", "O", "O", "O", "O", "O", "O", "O", "O", "C", "C", "C", "C", "C", "C", "C", "C", "C", "C", "C", "C", "C", "C", "C", "C", "C", "C", "C", "C", "C", "C", "C", "C", "C", "C", "C", "C", "C", "C", "C", "C", "C", "C", "C", "C", "C", "C", "C", "C", "C", "C", "C", "C", "C", "H", "H", "H", "H", "H", "H", "H", "H", "H", "H", "H", "H", "H", "H", "H", "H", "H", "H", "H", "H", "H", "H", "H", "H", "H", "H", "H", "H", "H", "H", "H", "H", "H", "H", "H", "H", "H", "H", "H", "H", "H", "H", "H", "H", "H", "H", "H", "H", "H", "H", "H", "H", "H", "H", "H", "H", "H", "H", "H", "H", "H", "H", "H", "H", "H", "H", "H", "H", "H", "H", "H", "H", "H", "H", "H", "H", "H", "H", "H", "H", "H", "H", "H", "H", "H", "H", "H", "H", "H", "H", "H", "H", "H", "H", "H", "H", "H", "H", "H", "H", "H", "H", "H", "H", "H", "H", "H", "H", "H", "H", "H", "H", "H", "H", "H", "H", "H", "H", "H"], "coordinates": [[2.751, -0.125, 1.352], [-4.886, 1.813, -5.002], [0.716, -0.225, 0.995], [-5.139, 4.208, -0.764], [2.673, -3.909, -1.098], [-3.874, -1.205, -3.965], [2.930, -2.228, 1.200], [-2.223, -0.981, -6.417], [-0.083, 2.214, 7.665], [0.912, 2.532, -0.686], [-1.778, 0.414, 6.416], [5.053, 0.870, 1.934], [3.552, -0.037, -0.512], [2.627, 1.993, 1.286], [2.852, -0.236, 3.352], [-2.485, -3.703, -7.053], [-2.977, 0.079, 3.146], [2.839, -0.531, 4.707], [-5.168, -0.594, 3.362], [-1.888, -4.581, -4.969], [-0.919, -0.394, -6.256], [-3.897, -0.806, 2.507], [-3.501, 2.427, -6.897], [-4.764, -2.865, -2.558], [-0.416, -0.940, -4.927], [1.220, 2.288, 7.266], [3.735, -3.098, 2.043], [3.726, 4.045, 2.023], [6.294, 0.274, 1.863], [1.460, -4.115, -1.663], [2.648, 3.011, 2.310], [1.886, 3.319, 8.103], [-2.820, 2.418, 5.458], [4.376, -0.051, -1.671], [7.253, 1.086, 1.102], [1.138, 2.737, 5.776], [-1.521, -5.927, -7.074], [-4.579, 2.326, 0.417], [-4.004, 2.754, -5.534], [-1.564, -4.533, -6.402], [-2.757, 2.935, -4.563], [-0.028, -0.649, -7.475], [1.656, -3.581, -3.159], [-2.999, 1.078, 6.198], [-0.015, 3.469, -2.652], [2.280, 4.172, -1.640], [-3.738, -1.820, -2.700], [-0.269, -0.445, -1.170], [1.210, 3.647, 2.304], [-3.978, -0.792, -1.606], [4.734, -4.020, 1.377], [6.741, -0.079, 3.311], [-0.408, -0.778, 0.311], [-3.398, -2.240, 2.630], [2.804, -4.013, 2.783], [1.443, -1.043, 5.063], [-3.372, 4.490, 0.921], [-3.628, 1.282, 7.536], [1.239, 3.027, -1.990], [-3.999, 3.596, -0.156], [5.009, -1.379, -2.173], [0.971, -5.569, -1.539], [-3.791, 2.906, 5.371], [1.689, -2.501, -3.017], [-4.172, -0.561, 1.481], [-3.229, 3.370, -0.894], [-4.883, 5.051, -1.146], [-2.905, 1.514, -6.893], [-2.463, -2.431, 2.105], [-2.746, -2.263, -2.613], [6.179, -0.957, 3.630], [2.101, 2.960, 5.319], [-2.373, -2.810, -6.719], [4.285, -2.194, -2.173], [1.928, 4.859, -0.871], [3.312, -4.745, 3.411], [0.675, -0.374, -1.710], [8.137, 0.487, 0.882], [-0.655, 0.557, -1.354], [-2.939, 5.436, 0.598], [-2.182, 3.159, 5.940], [3.902, 4.336, 0.987], [2.991, 0.388, 5.274], [-5.714, -2.369, -2.759], [2.217, -4.644, 2.116], [-0.877, -1.080, -1.814], [6.091, -0.700, 1.419], [-3.280, -2.461, 3.690], [-4.449, 0.961, -5.075], [5.087, 0.741, -1.435], [-3.854, 0.429, 8.176], [5.620, -4.234, 1.974], [-2.728, -0.799, -5.621], [-0.085, 3.397, -3.738], [2.888, -2.658, 0.342], [0.918, 4.085, 1.350], [5.117, 1.773, 1.613], [3.650, -1.152, 5.089], [-3.969, -1.365, -0.679], [-5.012, -1.145, 4.289], [0.718, -3.692, -3.704], [-4.257, 4.754, 1.501], [-0.967, -0.694, -4.019], [3.167, -3.626, -1.872], [-2.748, -5.247, -4.903], [-5.190, 0.472, 3.589], [7.730, -0.531, 3.232], [4.049, 0.504, -2.550], [-4.587, 1.771, 7.364], [-1.124, -5.126, -4.415], [0.455, 1.705, -0.857], [2.919, 2.606, 3.285], [-1.950, 2.204, -4.522], [1.859, 4.311, 7.651], [-4.113, -2.924, 2.173], [-3.243, -0.008, -1.430], [0.685, -5.675, -0.492], [4.297, -4.973, 1.077], [4.227, -2.542, 2.841], [0.370, 3.498, 5.632], [-2.722, 3.102, -7.250], [-0.872, -6.608, -6.525], [2.522, -3.881, -3.749], [2.087, -3.394, 3.323], [-2.047, -3.658, -4.410], [1.848, 2.254, -2.457], [0.177, -5.924, -2.196], [-5.021, 1.661, -0.324], [-6.120, -1.029, 3.057], [4.622, 3.602, 2.456], [1.569, 3.227, 9.142], [1.102, -1.887, 4.464], [0.808, -3.504, -1.038], [-4.719, -3.626, -3.337], [1.052, 4.459, 3.014], [5.868, -1.642, -1.557], [-1.074, 0.679, -6.147], [-0.729, -0.362, -8.259], [6.697, 0.813, 3.936], [-0.245, -2.011, -5.031], [-0.679, 1.667, 7.147], [3.248, 3.783, -1.325], [0.239, -1.701, -7.579], [-2.527, -6.347, -7.093], [0.755, -0.207, 4.940], [-5.255, 2.493, 1.255], [-0.455, -1.862, 0.413], [-4.230, 2.367, -7.705], [-1.206, -5.815, -8.111], [3.527, 4.892, 2.679], [1.684, 1.307, 7.377], [-2.556, 4.020, 1.470], [1.806, -6.261, -1.642], [-2.529, 2.206, 4.429], [0.817, 1.869, 5.200], [6.843, 1.476, 0.171], [-1.448, 0.159, 5.551], [-0.301, 4.474, -2.342], [-2.119, -0.175, 2.797], [-3.077, 1.924, 8.223], [-1.346, -0.385, 0.703], [-3.159, 2.724, -3.572], [-4.660, 3.621, -5.615], [-4.740, -1.139, -4.374], [5.561, -1.159, -3.087], [-0.855, 2.828, -2.387], [5.003, -3.531, 0.441], [-3.654, 1.881, 0.784], [-0.574, -4.078, -6.444], [2.934, 3.022, 8.159], [0.361, 2.976, 2.438], [1.511, -1.448, 6.073], [0.601, -0.614, -4.710], [-4.730, -3.168, -1.512], [-3.627, 0.430, 5.587], [2.193, 2.469, 0.574], [2.562, 4.626, -2.590], [-4.976, -0.381, -1.762], [7.502, 1.989, 1.659], [0.804, 0.055, -7.505], [-2.485, 3.978, -4.400]], "mulliken_charge": [1.33, -0.59, -0.66, -0.61, -0.86, -0.30, 0.68, -0.73, -0.62, 0.34, -0.64, -0.02, -0.41, 2.01, -0.46, -0.57, 0.28, -0.68, -1.66, -0.60, 1.14, 1.34, -1.10, -1.71, -0.38, 0.93, 1.30, -1.72, 1.19, 1.41, 1.38, -1.47, -1.09, -0.75, -1.71, -1.08, -1.61, -0.82, 0.47, 1.00, -0.73, -1.83, -0.31, 1.39, -1.06, -1.46, 1.15, -0.38, -1.39, -0.93, -1.39, -1.29, 0.62, -1.34, -1.33, -0.39, -1.41, -1.68, 0.68, 1.50, -0.51, -1.56, 0.47, 0.22, -0.39, -0.63, 0.35, 0.05, 0.20, -0.36, 0.15, 0.43, 0.49, -0.11, 0.25, 0.40, 0.75, 0.42, 0.28, 0.43, 0.32, 0.17, 0.34, 0.46, 0.32, -0.47, -0.29, 0.38, 0.28, 0.24, 0.41, 0.41, 0.18, 0.51, -0.13, 0.39, -0.27, 0.25, 0.06, 0.38, -0.49, 0.42, 0.03, -0.01, 0.46, 0.32, 0.45, 0.35, 0.39, 0.03, -0.95, -0.30, -0.21, 0.31, 0.40, 0.12, 0.40, 0.36, -0.45, 0.47, 0.39, 0.35, 0.47, 0.02, -0.11, 0.16, 0.26, 0.22, 0.42, 0.47, 0.39, 0.13, -0.39, 0.40, 0.53, 0.25, 0.12, 0.46, 0.26, -0.44, 0.35, 0.14, 0.34, 0.41, -0.44, 0.43, 0.24, 0.34, 0.39, 0.40, 0.06, 0.17, 0.36, 0.06, -0.07, 0.38, 0.19, 0.32, -0.11, 0.34, -0.91, 0.31, 0.33, 0.21, 0.48, -0.01, 0.26, -0.02, -0.02, 0.36, 0.20, 0.48, 0.51, 0.41, -0.33, -0.81, 0.53, 0.35, 0.40, 0.40, 0.48], "gap_ev": [9.00, 7.78], "e_tot_ev": -115736.344, "total_charge": 0, "multiplicity": 6, "mol_weight_g_mol": 972.3}